{"formula": "C28H27FeN4O4PS2", "method": "wB97M-V/def2-TZVPD", "species": ["Fe", "C", "C", "O", "P", "S", "S", "O", "C", "C", "H", "H", "H", "H", "H", "H", "H", "H", "H", "H", "O", "N", "O", "C", "C", "C", "C", "C", "C", "N", "C", "C", "N", "C", "C", "C", "C", "H", "H", "H", "H", "H", "H", "H", "N", "C", "C", "C", "C", "C", "C", "C", "C", "C", "C", "C", "C", "H", "H", "H", "H", "H", "H", "H", "H", "H", "H"], "xyz": [[0.5797, -0.7860, -0.0691], [4.9059, -1.4834, -2.8912], [5.6373, -0.6130, -1.8832], [4.8406, 0.4292, -1.3350], [3.5530, -0.0145, -0.3329], [2.3198, -1.2648, 1.3308], [1.9548, -0.0025, -1.6374], [3.4245, 1.4506, 0.3685], [4.0944, 1.6542, 1.6118], [3.2871, 2.6405, 2.4240], [5.6067, -2.1913, -3.3401], [4.4685, -0.8705, -3.6796], [4.1004, -2.0465, -2.4198], [6.4771, -0.1117, -2.3679], [6.0428, -1.2348, -1.0770], [5.1041, 2.0262, 1.4133], [4.1694, 0.7016, 2.1451], [3.1097, 3.5488, 1.8457], [3.8177, 2.9085, 3.3393], [2.3231, 2.2041, 2.6883], [-4.2670, -0.8428, 5.0902], [-3.8956, 0.2988, 4.7170], [-4.3653, 1.3348, 5.2364], [-2.9155, 0.4365, 3.7374], [-2.5496, 1.7393, 3.3818], [-1.6035, 1.9839, 2.3795], [-1.1959, 3.2819, 1.9737], [-0.2807, 3.4272, 0.9687], [0.2476, 2.2918, 0.3370], [-0.1158, 1.0752, 0.6983], [-1.0047, 0.9079, 1.6961], [-1.3482, -0.4438, 2.0631], [-0.7365, -1.4233, 1.3658], [-0.9830, -2.6897, 1.6634], [-1.8697, -3.0425, 2.6642], [-2.5296, -2.0597, 3.3745], [-2.2887, -0.7044, 3.0869], [-3.0229, 2.5582, 3.9004], [-1.6215, 4.1460, 2.4696], [0.0430, 4.4078, 0.6462], [0.9753, 2.3589, -0.4605], [-0.4596, -3.4336, 1.0800], [-2.0406, -4.0881, 2.8796], [-3.2327, -2.3052, 4.1508], [-3.0954, -0.2728, -0.5902], [-2.5869, 0.5160, -1.6069], [-2.9278, 1.8672, -1.6866], [-2.4273, 2.6637, -2.7037], [-1.5836, 2.1282, -3.6658], [-1.2340, 0.7867, -3.5800], [-1.7047, -0.0249, -2.5573], [-1.2703, -1.4502, -2.4576], [-1.7418, -2.4017, -3.3654], [-1.3085, -3.7188, -3.3027], [-0.3780, -4.0930, -2.3415], [0.1058, -3.1484, -1.4465], [-0.3434, -1.8223, -1.4872], [-3.9196, 0.0573, -0.1180], [-3.0296, -1.2713, -0.7058], [-3.5910, 2.2898, -0.9397], [-2.7021, 3.7107, -2.7417], [-1.1907, 2.7477, -4.4607], [-0.5543, 0.3507, -4.3029], [-2.4564, -2.0942, -4.1211], [-1.6840, -4.4466, -4.0113], [-0.0181, -5.1149, -2.3030], [0.8856, -3.4186, -0.7384]], "lowdin_spin": [2.94, 0.01, 0.01, 0.13, 0.26, 0.52, -0.01, 0.02, 0.01, 0.00, 0.00, 0.00, 0.00, 0.00, 0.01, 0.00, 0.00, 0.00, 0.00, 0.00, 0.14, 0.13, 0.14, 0.07, 0.19, 0.04, 0.07, 0.00, 0.10, 0.04, 0.07, -0.01, 0.03, 0.03, 0.02, 0.02, 0.00, 0.01, 0.00, 0.00, 0.01, 0.00, 0.00, 0.00, 0.00, 0.00, 0.00, 0.00, 0.00, 0.00, 0.00, 0.01, 0.00, 0.00, 0.00, 0.00, -0.04, 0.00, 0.00, 0.00, 0.00, 0.00, 0.00, 0.00, 0.00, 0.00, 0.00], "s2": 8.9013, "spin_multiplicity": 6, "total_charge": -1, "e_tot_ha": -4004.6706, "homo_lumo_gap_ev": [5.263, 7.518], "lumo_energy_ev": [2.22, 2.11]}